Entry 1:
{
  "formula": "C18H27ClNO4P2Yb",
  "method": "the ωB97M-V functional and the def2-TZVPD basis",
  "multiplicity": 2,
  "total_charge": 2,
  "homo_lumo_gap_ev": [7.13, 6.86],
  "energy_ha": -3358.89691,
  "homo_ev": [-13.39, -13.60],
  "e_above_lowest_kcal_mol": 22.6,
  "symbols": ["C", "O", "C", "C", "H", "H", "C", "H", "C", "H", "H", "H", "H", "C", "Cl", "C", "O", "H", "H", "H", "C", "H", "H", "H", "C", "H", "H", "H", "C", "H", "P", "H", "H", "H", "H", "C", "C", "C", "H", "C", "H", "C", "H", "Yb", "H", "C", "N", "C", "O", "C", "P", "H", "O", "H"],
  "xyz": [[-0.053, 0.970, 2.271], [2.648, 1.544, -1.859], [-2.776, 1.769, -2.707], [-0.337, -0.079, 5.822], [-2.215, -2.807, -4.006], [-0.664, 3.891, -0.663], [4.291, -0.899, 0.110], [-3.315, -0.860, -3.008], [1.047, -1.620, -2.461], [3.460, -3.495, -0.109], [1.707, -3.515, -0.545], [2.186, -3.349, 1.219], [4.596, -0.047, -0.519], [2.344, -1.560, -1.775], [-0.086, 1.179, 8.262], [0.056, 2.331, 4.420], [-0.604, 0.040, 1.615], [4.882, -1.791, -0.136], [-3.035, -1.674, -1.399], [-4.250, 1.547, 0.157], [-0.385, -0.048, 4.423], [3.137, -1.201, -2.486], [2.090, -2.865, -3.894], [-0.035, -3.722, -4.879], [-2.639, -0.927, -2.123], [4.484, -0.643, 1.164], [-0.445, -0.977, 6.441], [-0.222, 2.505, 1.760], [-1.269, -2.441, -3.604], [-2.007, 1.565, -3.462], [2.477, -1.275, -0.005], [-4.463, -0.203, -0.071], [-3.768, 1.607, -3.144], [-4.969, 0.944, -1.342], [0.080, 3.765, -2.062], [1.104, -2.486, -3.580], [0.076, 2.320, 5.821], [-1.266, -1.440, -2.613], [2.578, 0.748, -2.334], [-0.143, 1.141, 3.711], [0.267, 3.212, 3.834], [2.455, -3.129, 0.173], [0.266, 3.263, 6.345], [0.243, 0.904, -0.419], [-2.682, 2.810, -2.383], [-0.125, 1.114, 6.528], [-0.121, -0.982, -2.068], [-0.078, -2.973, -4.093], [0.617, 1.986, 1.578], [-4.219, 0.737, -0.575], [-2.537, 0.702, -1.245], [-0.517, -0.994, 3.925], [-0.456, 3.236, -1.418], [2.592, 2.174, -2.593]]
}

---

Entry 2:
{
  "formula": "C18H27F14N3O8PS",
  "method": "the ωB97M-V functional and the def2-TZVPD basis",
  "total_charge": 1,
  "homo_lumo_gap_ev": 5.81,
  "energy_ha": -3605.56999,
  "homo_ev": -10.98,
  "symbols": ["C", "F", "H", "H", "F", "F", "C", "H", "H", "C", "H", "H", "N", "O", "C", "H", "C", "C", "O", "C", "H", "C", "F", "H", "O", "C", "O", "H", "H", "F", "F", "C", "F", "S", "H", "P", "F", "O", "C", "C", "F", "H", "H", "C", "H", "O", "F", "H", "F", "H", "H", "H", "H", "F", "O", "H", "C", "F", "H", "N", "C", "H", "C", "H", "N", "F", "H", "O", "H", "H", "C", "C"],
  "xyz": [[2.185, -0.604, -1.953], [0.084, -0.095, 2.433], [0.178, -3.074, -1.710], [-6.348, -3.695, -1.729], [2.820, 0.364, 3.744], [4.974, -0.982, -1.012], [-0.413, 5.732, 3.927], [-5.648, -1.404, -2.625], [0.543, 3.232, 3.474], [0.684, 5.191, 3.018], [-2.467, 3.246, 1.010], [-5.753, -5.565, -2.999], [-5.840, -4.676, -3.484], [-1.933, -1.169, 0.435], [-5.934, -2.258, -3.242], [-7.001, -2.185, -3.443], [1.212, 1.489, -2.366], [0.239, -1.170, 1.734], [-0.546, 3.814, 1.349], [-0.990, -1.001, -0.231], [2.994, 0.054, -1.669], [3.583, 1.192, 1.652], [4.189, 2.039, 3.785], [-0.267, 5.859, 1.169], [3.078, -1.908, 2.133], [-1.928, 3.964, 1.628], [1.114, 0.117, -2.499], [-1.134, 4.961, 4.197], [-5.075, -4.676, -4.152], [5.817, 1.184, 0.977], [2.259, 1.954, -3.046], [4.614, 0.719, 0.601], [5.786, -1.349, 0.976], [3.369, -2.000, 0.750], [-3.249, -2.438, -4.375], [1.601, -1.597, -0.497], [1.384, 1.816, -1.074], [3.775, -3.260, 0.222], [1.067, -3.199, -1.098], [3.900, 0.899, 3.177], [4.935, 0.064, 3.279], [1.869, -3.545, -1.746], [2.034, 3.668, 3.063], [-5.625, -3.577, -2.541], [-2.278, 4.969, 1.381], [-3.161, -3.801, -2.801], [2.362, 0.709, 1.292], [-4.062, -2.726, -1.276], [4.274, 1.301, -0.571], [-4.195, -4.483, -1.225], [1.561, -4.453, 0.735], [1.141, 4.822, 0.958], [1.485, 5.935, 2.992], [-0.985, -0.927, -1.525], [0.324, -2.265, 2.142], [0.020, 6.105, 4.853], [-4.236, -3.619, -1.892], [0.093, 2.006, -2.819], [-2.786, -1.760, -2.798], [0.317, -0.829, 0.311], [0.243, 4.972, 1.564], [2.529, -1.327, -2.681], [0.802, -4.260, -0.023], [-1.658, -2.794, -3.708], [1.233, 3.967, 3.609], [3.526, 2.530, 1.501], [-5.421, -2.178, -4.200], [-0.216, -4.872, -0.053], [-2.155, 3.749, 2.675], [-0.951, 6.553, 3.452], [-2.708, -2.633, -3.447], [4.767, -0.823, 0.307]]
}

---

Entry 3:
{
  "formula": "C18H27FNO12",
  "method": "the ωB97M-V functional and the def2-TZVPD basis",
  "total_charge": 1,
  "homo_lumo_gap_ev": 8.57,
  "energy_ha": -1759.37712,
  "homo_ev": -12.61,
  "symbols": ["O", "C", "C", "H", "O", "C", "C", "H", "O", "H", "O", "H", "C", "O", "C", "C", "O", "C", "F", "C", "H", "O", "H", "H", "H", "O", "H", "H", "C", "C", "H", "O", "C", "H", "H", "O", "C", "H", "O", "H", "H", "H", "C", "H", "H", "O", "C", "H", "N", "H", "H", "C", "H", "H", "H", "C", "C", "H", "H"],
  "xyz": [[-4.108, 0.982, 7.347], [0.921, 2.023, -2.719], [3.202, 1.622, -1.507], [-0.619, 3.384, -1.848], [-2.922, -0.834, 6.731], [2.144, 2.611, -1.984], [-4.140, 1.462, 1.919], [-3.417, -2.169, 5.240], [4.731, -1.121, -4.630], [6.033, 0.480, -4.584], [-5.057, 1.927, 0.921], [7.089, -2.211, -3.557], [-2.879, 2.223, 1.579], [-1.211, -2.288, 0.320], [-2.042, -2.565, 1.355], [0.051, 0.160, -1.783], [-3.572, 0.634, 5.183], [-1.042, -4.517, 0.844], [1.702, 3.358, -0.893], [-0.486, 1.307, -0.987], [6.592, -0.906, -5.540], [-2.802, -1.760, 1.789], [0.635, -3.123, 0.740], [-4.010, 0.385, 1.810], [-1.972, 1.664, 1.802], [-1.885, -3.826, 1.781], [0.940, 2.480, -3.700], [-1.676, -1.946, 5.495], [-4.341, 2.359, -0.143], [-0.278, -3.377, 0.198], [-1.690, 0.236, 4.443], [3.308, -1.736, -2.995], [-3.589, 0.326, 6.510], [-0.144, -0.888, -1.635], [-2.829, 3.197, 2.068], [-3.011, 2.416, 0.166], [6.074, -0.609, -4.633], [4.040, 1.623, -2.190], [-4.789, 2.640, -1.204], [-1.674, -5.053, 0.136], [1.272, -0.001, -3.438], [0.127, 1.551, -0.135], [-2.637, -1.440, 5.467], [-1.170, 2.023, -2.852], [3.530, 1.960, -0.537], [5.482, -1.388, -2.558], [-0.447, 2.359, -2.126], [-0.035, -3.562, -0.846], [0.793, 0.559, -2.740], [-1.509, 1.041, -0.746], [2.853, 0.604, -1.379], [-2.664, -0.256, 4.526], [-3.020, -0.507, 3.535], [-0.403, -5.227, 1.361], [7.383, -0.597, -2.882], [6.652, -1.229, -3.379], [4.408, -1.446, -3.364], [-4.509, 1.685, 2.916], [2.618, 3.304, -2.666]]
}

---

Entry 4:
{
  "formula": "C18H27N2O5P2SSc",
  "method": "the ωB97M-V functional and the def2-TZVPD basis",
  "total_charge": 2,
  "homo_lumo_gap_ev": [3.98, 3.24],
  "energy_ha": -3028.85069,
  "homo_ev": [-14.49, -14.07],
  "e_above_lowest_kcal_mol": 124.3,
  "symbols": ["H", "H", "C", "H", "C", "C", "H", "H", "H", "H", "H", "H", "H", "C", "O", "P", "H", "C", "C", "C", "H", "C", "H", "H", "O", "C", "O", "C", "C", "H", "N", "H", "P", "H", "H", "H", "H", "H", "C", "H", "H", "C", "C", "C", "S", "Sc", "O", "H", "C", "N", "H", "H", "C", "O", "C", "H"],
  "xyz": [[5.258, 5.109, 1.337], [-0.201, -0.051, -1.995], [3.940, 4.678, 2.999], [-3.839, 0.692, 1.162], [-2.361, -0.855, 1.414], [2.846, -2.071, 1.489], [3.244, -3.085, 1.608], [-3.590, -3.681, 2.863], [4.239, 3.312, -0.146], [3.652, -1.357, 1.274], [-1.500, -4.578, 1.796], [-2.994, 1.361, -2.449], [3.266, -1.916, -1.632], [-2.917, -3.031, 2.305], [-1.117, -3.832, -2.336], [-2.029, 1.375, -0.256], [0.486, -4.226, 0.538], [0.338, -3.145, 0.499], [2.354, 2.927, 2.636], [-0.878, -2.647, 1.046], [-0.879, -0.877, -3.070], [1.994, 1.788, 0.626], [2.835, -3.637, -1.272], [-2.411, 1.195, 2.116], [1.979, 1.383, -0.599], [-3.318, 0.972, -1.477], [1.400, 0.736, 3.888], [-2.749, 0.600, 1.252], [3.897, 3.509, 0.865], [1.710, -2.575, -2.211], [1.051, 1.266, 1.440], [-3.364, -0.118, -1.575], [1.655, -2.040, 0.121], [-4.101, -1.234, 2.586], [4.367, 5.458, 3.627], [-0.801, -4.002, -1.428], [-1.923, 3.715, -0.724], [2.509, 3.987, 4.505], [2.453, -2.618, -1.403], [2.350, -1.739, 2.410], [-1.329, -2.355, -3.245], [2.896, 3.882, 3.492], [4.443, 4.480, 1.698], [2.825, 2.750, 1.345], [1.009, 1.821, 3.022], [0.260, 0.100, -0.095], [-0.246, 2.507, 3.233], [-1.329, -4.710, -2.694], [-1.764, -3.522, 1.732], [-1.198, -1.303, 0.908], [-4.299, 1.381, -1.199], [-1.731, 3.384, 1.017], [-2.311, 3.129, 0.119], [-1.470, -1.457, -3.636], [-3.216, -1.679, 2.146], [-3.377, 3.359, 0.277]]
}

---

Entry 5:
{
  "formula": "C18H27N3O",
  "method": "the ωB97M-V functional and the def2-TZVPD basis",
  "homo_lumo_gap_ev": 7.91,
  "energy_ha": -940.99191,
  "homo_ev": -7.30,
  "e_above_lowest_kcal_mol": 421.4,
  "symbols": ["C", "H", "H", "C", "H", "N", "H", "H", "H", "C", "H", "C", "C", "H", "H", "H", "H", "H", "H", "C", "H", "C", "C", "H", "H", "C", "C", "H", "H", "C", "H", "C", "O", "C", "H", "N", "C", "C", "H", "H", "C", "H", "H", "N", "C", "H", "H", "H", "C"],
  "xyz": [[0.395, -1.521, 0.023], [-2.930, 2.940, -3.821], [2.959, 0.984, 0.000], [-2.773, 2.801, -1.721], [-3.587, 2.281, 2.026], [-2.414, 2.895, -2.859], [1.469, 2.254, -1.678], [1.487, -3.956, -0.259], [2.332, 1.849, 1.484], [-0.555, 2.539, -1.271], [0.680, -2.309, 2.455], [2.113, -0.186, 1.642], [-2.219, 2.273, 0.700], [-1.775, -1.178, 0.124], [3.401, -2.425, 1.333], [2.982, -0.377, 2.068], [-0.942, -0.439, 1.282], [1.308, -0.369, -1.464], [1.229, -0.066, 2.327], [-1.045, -2.448, 1.748], [3.576, -1.003, -0.919], [-1.841, 2.415, -0.784], [2.101, -3.738, 0.503], [-1.223, -3.404, 1.046], [3.961, -2.746, -0.955], [0.576, -0.075, -0.944], [-4.359, 2.730, -1.115], [2.571, -2.258, -1.686], [-5.166, 2.930, -1.746], [3.291, -2.045, -0.768], [-0.283, -0.006, -1.259], [0.693, 2.275, -0.780], [-0.192, -2.429, 2.692], [-4.353, 2.635, 0.239], [-2.145, -2.418, 2.184], [0.783, 0.969, -0.137], [-3.404, 2.473, 1.091], [2.682, -2.414, 0.312], [-0.279, 2.924, -3.413], [-1.358, 2.186, 1.403], [-0.835, -1.247, 0.569], [0.390, -2.322, -0.690], [1.027, 3.048, -0.049], [1.659, -1.492, 0.927], [1.995, 0.834, 0.564], [2.900, -4.605, 0.449], [-5.419, 2.652, 0.487], [1.720, -3.910, 1.449], [-1.180, 2.499, -2.811]]
}

---

Entry 6:
{
  "formula": "C18H27N3O8Re",
  "method": "the ωB97M-V functional and the def2-TZVPD basis",
  "multiplicity": 2,
  "total_charge": 2,
  "homo_lumo_gap_ev": [6.89, 6.43],
  "energy_ha": -1546.02893,
  "homo_ev": [-13.49, -13.05],
  "e_above_lowest_kcal_mol": 27.3,
  "symbols": ["H", "H", "C", "N", "H", "C", "H", "C", "C", "O", "H", "H", "C", "C", "H", "O", "C", "O", "H", "O", "H", "N", "H", "H", "C", "H", "H", "H", "H", "O", "C", "C", "C", "Re", "H", "O", "H", "C", "H", "H", "H", "C", "H", "N", "C", "O", "H", "C", "H", "O", "C", "H", "C", "H", "C", "H", "H"],
  "xyz": [[-2.762, 4.441, -1.697], [4.590, 1.584, 2.939], [3.872, 0.779, 2.807], [3.464, 0.758, 1.401], [3.272, -2.832, -2.857], [1.586, -2.153, -1.687], [-2.328, 2.868, -2.397], [-1.903, -1.443, -2.870], [4.485, 1.168, 0.435], [-0.391, 1.796, 0.816], [1.773, -0.910, 2.713], [-3.504, -1.542, 2.118], [-3.210, -1.584, 1.078], [-1.074, -0.397, 1.725], [-2.284, -1.622, -4.711], [-0.617, 1.403, -1.390], [2.647, -1.949, -2.740], [-0.735, -1.098, -3.025], [-2.340, 1.348, 1.384], [1.949, 0.305, -0.197], [-4.316, -2.422, -2.001], [-1.558, -1.100, -0.574], [4.764, 2.204, 0.622], [-1.267, 5.221, 0.261], [-1.311, 1.145, 1.684], [5.364, 0.536, 0.555], [4.100, 1.074, -0.574], [3.029, 0.973, 3.465], [-1.155, 4.194, -2.410], [-1.373, -0.743, 3.033], [2.286, 0.319, 1.012], [-1.969, -1.085, 0.702], [-0.844, 2.146, -0.423], [0.449, -0.568, -1.363], [0.210, -4.626, -0.591], [0.229, -0.768, 1.357], [0.974, 0.666, 2.672], [0.797, -3.813, -0.170], [-5.025, -2.512, 0.406], [-1.170, 1.536, 2.691], [2.181, -1.705, -3.697], [-3.674, -2.069, -1.207], [4.348, -0.161, 3.088], [-1.476, 3.300, -0.526], [-2.429, -1.556, -1.501], [1.705, -3.357, -1.182], [-1.323, -1.701, 3.154], [-4.063, -2.105, 0.123], [-1.090, 3.925, 1.447], [-2.721, -1.721, -3.847], [-1.645, 4.249, 0.574], [0.157, -2.997, 0.157], [1.302, -0.174, 2.058], [3.287, -1.100, -2.472], [-1.958, 3.724, -1.842], [1.399, -4.193, 0.652], [-2.701, 4.347, 0.822]]
}

---

Entry 7:
{
  "formula": "C18H27N3OS",
  "method": "the ωB97M-V functional and the def2-TZVPD basis",
  "homo_lumo_gap_ev": 8.86,
  "energy_ha": -1339.81647,
  "homo_ev": -8.17,
  "e_above_lowest_kcal_mol": 0.0,
  "symbols": ["H", "H", "H", "H", "H", "H", "H", "C", "C", "N", "C", "C", "H", "C", "C", "H", "H", "C", "H", "H", "O", "H", "H", "H", "C", "H", "N", "C", "H", "C", "S", "C", "C", "C", "C", "C", "H", "C", "H", "H", "H", "H", "C", "H", "H", "H", "H", "C", "N", "H"],
  "xyz": [[5.224, 0.323, -0.414], [-2.220, -3.561, 1.471], [-2.502, -4.813, 0.260], [-6.338, 1.066, -1.171], [4.185, 0.562, 0.987], [-4.568, 2.890, -1.390], [3.314, -0.738, -1.641], [0.995, 0.615, 1.602], [4.190, 0.492, -0.103], [1.842, -0.408, 1.379], [-1.754, 1.724, 0.069], [-2.582, 2.521, -0.714], [5.689, 2.700, -0.855], [1.937, -0.786, -0.011], [3.377, -0.723, -0.552], [-6.511, 1.632, 0.488], [-2.729, -3.112, -0.157], [-4.499, 1.200, -0.081], [4.373, 3.874, -0.832], [-2.159, 3.345, -1.271], [0.807, 0.421, -1.833], [1.951, -2.923, 0.275], [-0.199, -2.041, 1.242], [1.416, -2.397, -1.328], [-3.936, 2.262, -0.779], [2.758, 2.100, -0.268], [-0.391, 2.041, 0.177], [-0.114, -2.305, 0.185], [-1.685, 0.052, 1.411], [-2.119, -3.807, 0.416], [0.622, 1.285, 3.039], [4.722, 2.933, -0.414], [1.034, 0.254, -0.663], [-0.661, -3.715, -0.017], [-2.309, 0.667, 0.782], [3.721, 1.819, -0.696], [-4.077, -0.418, 1.255], [-3.664, 0.411, 0.698], [-0.576, -3.987, -1.071], [3.588, 1.708, -1.774], [-0.726, -1.605, -0.388], [-6.203, -0.076, 0.175], [-5.972, 0.934, -0.154], [-0.073, 2.673, -0.552], [-0.063, -4.425, 0.559], [2.290, -0.906, 2.130], [4.855, 3.062, 0.658], [1.343, -2.188, -0.259], [0.500, 0.998, 0.362], [3.897, -1.629, -0.230]]
}

---

Entry 8:
{
  "formula": "C18H27N5O3SSn",
  "method": "the ωB97M-V functional and the def2-TZVPD basis",
  "multiplicity": 2,
  "total_charge": 1,
  "homo_lumo_gap_ev": [7.62, 6.74],
  "energy_ha": -1813.89470,
  "homo_ev": [-9.83, -11.11],
  "symbols": ["C", "C", "H", "H", "O", "C", "C", "H", "C", "H", "H", "H", "H", "C", "H", "H", "O", "Sn", "C", "H", "N", "N", "S", "N", "C", "C", "C", "H", "H", "O", "H", "H", "H", "H", "H", "C", "H", "C", "H", "H", "H", "C", "N", "C", "H", "H", "C", "C", "C", "H", "C", "H", "H", "H", "N"],
  "xyz": [[0.643, 1.568, -2.958], [0.821, 2.146, 1.857], [1.488, 2.386, 2.685], [-1.798, 2.417, 1.008], [3.641, -0.197, -1.528], [1.518, 2.468, 0.554], [3.113, -0.946, -0.718], [-0.271, 4.044, 0.000], [4.323, -5.047, -0.618], [2.389, 1.825, 0.437], [1.531, 3.352, -2.123], [2.292, -5.479, -0.075], [0.146, -0.414, -3.314], [5.246, -4.056, -0.925], [2.333, 1.830, -1.712], [1.651, -0.185, -2.723], [2.141, -0.602, 0.086], [0.047, -0.333, -0.263], [4.859, -2.725, -0.945], [6.269, -4.321, -1.161], [0.684, 0.127, -2.645], [-0.395, -3.104, 1.317], [-2.217, -1.979, -0.226], [0.413, 0.724, 1.873], [-1.838, 2.592, -0.066], [-1.479, -3.323, 0.502], [-0.526, 3.155, -0.585], [-2.311, 1.441, -1.702], [-0.686, 3.496, -1.609], [-0.033, -1.874, 1.540], [5.563, -1.946, -1.205], [1.123, 1.801, -3.910], [1.209, 0.136, 2.116], [-2.921, 0.865, -0.308], [-0.402, 1.878, -3.033], [2.631, -3.372, -0.309], [4.624, -6.087, -0.622], [3.550, -2.379, -0.632], [-1.458, -6.718, 0.646], [1.861, 3.509, 0.564], [-0.071, 2.759, 1.972], [1.362, 2.304, -1.850], [0.618, 2.211, -0.579], [0.355, -4.126, 1.808], [0.593, -6.215, 2.005], [-0.298, 0.549, 2.575], [-0.010, -5.422, 1.588], [3.012, -4.706, -0.313], [-1.859, -4.659, 0.274], [-2.723, -4.830, -0.350], [-1.152, -5.696, 0.822], [1.219, -3.819, 2.377], [1.615, -3.096, -0.055], [-2.620, 3.337, -0.242], [-2.109, 1.314, -0.715]]
}